[1]
Entry from OMol25: C32H29BrN3O6SeZn as an isolated structure (ωB97M-V/def2-TZVPD).

ORCA input file:
```
! RIJCOSX wB97M-V def2-TZVPD def2/J DEFGRID3
* xyz -1 1
Zn -0.71 0.56 0.03
O 1.85 3.02 2.29
C 2.60 2.12 2.96
C 3.63 2.58 3.77
C 4.42 1.69 4.48
C 4.20 0.33 4.40
C 3.17 -0.13 3.58
C 2.38 0.74 2.85
C 1.33 0.20 1.89
O 0.34 1.08 1.59
N 2.05 -0.18 0.63
N 1.44 -0.08 -0.54
C 1.98 -0.61 -1.57
C 1.43 -0.55 -2.91
Br 0.07 0.74 -3.20
C 1.82 -1.29 -3.95
C 2.76 -2.42 -3.94
C 2.88 -3.31 -2.87
C 3.79 -4.36 -2.91
C 4.60 -4.54 -4.03
C 4.48 -3.67 -5.11
C 3.56 -2.63 -5.06
H 1.12 2.50 1.86
H 3.80 3.65 3.83
H 5.22 2.07 5.11
H 4.80 -0.37 4.96
H 2.96 -1.20 3.52
H 0.94 -0.74 2.33
H 2.81 -0.84 0.71
H 2.91 -1.16 -1.45
H 1.41 -1.03 -4.92
H 2.21 -3.23 -2.02
H 3.86 -5.04 -2.08
H 5.32 -5.35 -4.05
H 5.09 -3.81 -5.99
H 3.46 -1.96 -5.91
C -7.31 3.61 2.15
C -6.05 3.21 1.43
C -6.07 2.73 0.13
C -4.91 2.37 -0.55
C -5.03 1.84 -1.96
C -3.67 2.52 0.08
Se -2.08 2.25 -0.98
C -3.62 2.97 1.41
C -2.33 3.14 2.17
C -4.81 3.31 2.05
H -8.19 3.41 1.53
H -7.30 4.68 2.38
H -7.43 3.07 3.09
H -7.03 2.61 -0.37
H -6.08 1.63 -2.20
H -4.45 0.93 -2.08
H -4.64 2.56 -2.69
H -1.56 2.46 1.83
H -2.50 2.96 3.24
H -1.94 4.15 2.05
H -4.76 3.66 3.08
O -0.31 -2.49 -0.30
C -1.22 -2.20 0.47
O -1.70 -1.04 0.73
C -1.86 -3.32 1.27
C -2.21 -3.12 2.60
C -2.79 -4.15 3.33
C -3.03 -5.36 2.70
C -2.70 -5.57 1.37
C -2.10 -4.55 0.66
N -3.66 -6.45 3.47
O -3.90 -6.26 4.65
O -3.89 -7.49 2.89
H -2.04 -2.16 3.06
H -3.06 -4.02 4.37
H -2.91 -6.53 0.92
H -1.81 -4.69 -0.37
*
```

Calculated values
- HOMO-LUMO gap (eV) = 6.3846
- energy above the lowest of the compared OMol25 structures with the same formula, charge and spin (kcal per mole) = 4.4
- E_LUMO (eV) = 1.53

=====

[2]
Entry from OMol25: C32H29ClF4N4O4Ti as an isolated structure (ωB97M-V/def2-TZVPD).

ORCA input file:
```
! RIJCOSX wB97M-V def2-TZVPD def2/J DEFGRID3
* xyz 1 2
Ti 0.00 0.33 0.19
C 3.29 -0.13 -2.05
C 2.89 -0.97 -0.85
N 2.38 -0.19 0.31
C 3.32 0.89 0.70
C 4.74 0.46 1.03
C 2.21 -1.13 1.43
C 1.44 -0.49 2.58
N 0.43 0.48 2.09
C -0.26 1.22 3.07
C -1.06 2.32 2.74
F -1.16 2.73 1.47
C -1.76 3.07 3.67
F -2.49 4.09 3.22
C -1.69 2.80 5.01
C -0.90 1.74 5.38
F -0.79 1.40 6.66
C -0.22 0.97 4.45
F 0.46 -0.07 4.95
H 3.50 -0.79 -2.89
H 4.19 0.46 -1.87
H 2.50 0.56 -2.35
H 3.75 -1.56 -0.54
H 2.11 -1.66 -1.13
H 2.89 1.40 1.56
H 3.35 1.61 -0.11
H 4.80 -0.19 1.91
H 5.32 1.35 1.26
H 5.24 -0.04 0.20
H 3.17 -1.50 1.80
H 1.67 -1.99 1.05
H 2.13 0.00 3.26
H 0.96 -1.30 3.13
H -2.23 3.39 5.75
O -2.64 -4.37 -5.82
C -2.41 -4.41 -4.49
O -2.63 -5.39 -3.86
C -1.89 -3.14 -3.87
C -0.92 -2.31 -4.54
C -0.42 -1.18 -3.95
C -0.83 -0.82 -2.66
C -1.81 -1.65 -1.90
C -2.31 -2.83 -2.64
N -0.36 0.30 -2.03
C 0.01 1.38 -2.67
C 0.59 2.45 -1.90
C 0.94 3.65 -2.48
C 1.48 4.65 -1.69
C 1.66 4.42 -0.34
C 1.29 3.19 0.17
N 0.78 2.21 -0.58
H -2.53 -3.49 -6.18
H -0.54 -2.60 -5.52
H 0.35 -0.60 -4.45
H -2.66 -1.00 -1.66
H -3.02 -3.48 -2.14
H -0.16 1.51 -3.73
H 0.78 3.79 -3.54
H 1.76 5.61 -2.13
H 2.06 5.17 0.32
H 1.42 2.98 1.22
Cl -5.34 -3.75 2.45
C -4.27 -2.51 1.87
C -4.45 -1.20 2.28
C -3.60 -0.21 1.81
C -2.58 -0.54 0.94
O -1.74 0.41 0.43
C -2.39 -1.86 0.55
C -1.29 -2.13 -0.45
O -0.11 -1.45 -0.12
C -3.24 -2.85 1.00
H -5.26 -0.96 2.96
H -3.74 0.82 2.11
H -1.08 -3.19 -0.53
H -3.11 -3.88 0.70
*
```

Calculated values
- HOMO-LUMO gap (spin up / spin down) (eV) = 5.9783 / 6.0215
- energy above the lowest of the compared OMol25 structures with the same formula, charge and spin (kcal per mole) = 10.4
- E_LUMO (spin up / spin down) (eV) = -4.34 / -4.80

=====

[3]
Entry from OMol25: C32H29N7PPdS as an isolated structure (ωB97M-V/def2-TZVPD).

ORCA input file:
```
! RIJCOSX wB97M-V def2-TZVPD def2/J DEFGRID3
* xyz 1 1
Pd 0.01 -0.02 1.56
S -7.84 0.01 0.99
N -6.74 -1.17 0.99
C -5.57 -0.61 1.22
C -4.30 -1.30 1.30
C -4.19 -2.68 1.11
C -2.95 -3.26 1.19
C -1.85 -2.45 1.44
N -1.94 -1.14 1.64
C -3.15 -0.55 1.57
C -3.23 0.91 1.74
N -2.09 1.54 1.99
C -2.10 2.85 2.08
C -3.25 3.62 1.95
C -4.45 2.98 1.73
C -4.45 1.59 1.62
C -5.64 0.80 1.37
N -6.87 1.28 1.25
H -5.08 -3.26 0.90
H -2.81 -4.32 1.04
H -0.85 -2.87 1.49
H -1.14 3.33 2.26
H -3.21 4.70 2.03
H -5.38 3.52 1.63
N 0.04 0.01 3.70
C 1.45 -0.20 4.10
C 2.28 0.74 3.24
N 2.00 0.44 1.82
H -0.28 0.94 3.97
H -0.61 -0.65 4.13
H 1.71 -1.23 3.88
H 1.63 -0.02 5.16
H 3.34 0.67 3.45
H 1.97 1.77 3.42
H 2.52 -0.39 1.53
H 2.33 1.19 1.21
N -0.13 0.06 -0.39
P 1.09 -0.09 -1.34
C 2.12 -1.60 -1.11
C 3.01 -2.01 -2.11
C 3.79 -3.14 -1.95
C 3.70 -3.90 -0.79
C 2.79 -3.53 0.19
C 2.01 -2.39 0.03
C 2.29 1.30 -1.28
C 1.82 2.47 -0.67
C 2.63 3.59 -0.58
C 3.92 3.56 -1.10
C 4.39 2.41 -1.72
C 3.58 1.29 -1.81
C 0.61 -0.19 -3.08
C 0.72 0.91 -3.92
C 0.27 0.83 -5.23
C -0.29 -0.34 -5.70
C -0.41 -1.44 -4.86
C 0.04 -1.37 -3.55
H 3.07 -1.45 -3.03
H 4.47 -3.44 -2.74
H 4.30 -4.79 -0.67
H 2.68 -4.13 1.08
H 1.27 -2.15 0.80
H 0.81 2.48 -0.29
H 2.26 4.50 -0.11
H 4.55 4.44 -1.03
H 5.39 2.39 -2.14
H 3.96 0.40 -2.30
H 1.16 1.84 -3.56
H 0.36 1.69 -5.89
H -0.64 -0.41 -6.73
H -0.85 -2.36 -5.23
H -0.06 -2.22 -2.90
*
```

Calculated values
- HOMO-LUMO gap (eV) = 7.2761
- energy above the lowest of the compared OMol25 structures with the same formula, charge and spin (kcal per mole) = 18.8
- E_LUMO (eV) = -2.79

=====

[4]
Entry from OMol25: C32H29NO4STc as an isolated structure (ωB97M-V/def2-TZVPD).

ORCA input file:
```
! RIJCOSX wB97M-V def2-TZVPD def2/J DEFGRID3
* xyz 2 4
Tc 1.59 0.31 -1.03
C 3.72 2.07 1.33
C 3.62 0.93 0.36
C 3.90 1.10 -1.00
C 3.76 0.03 -1.92
C 3.38 -1.24 -1.46
C 3.13 -1.43 -0.08
C 3.22 -0.36 0.80
H 2.75 2.56 1.46
H 4.43 2.81 0.98
H 4.04 1.71 2.31
H 4.19 2.07 -1.37
H 3.96 0.19 -2.97
H 3.25 -2.06 -2.15
H 2.82 -2.40 0.28
H 3.02 -0.51 1.85
C 0.05 -1.76 4.17
C 0.08 -0.30 4.62
C 1.53 0.13 4.90
C -0.73 -0.16 5.91
C -0.48 0.58 3.50
C -1.58 1.44 3.68
C -2.08 2.24 2.66
C -1.45 2.17 1.42
S -1.81 3.04 -0.05
C -0.51 2.28 -0.83
N 0.14 1.40 -0.08
C -0.36 1.32 1.22
C 0.12 0.53 2.25
C -0.04 2.44 -2.20
C -0.57 3.32 -3.13
C -0.03 3.36 -4.41
C 1.02 2.52 -4.75
C 1.55 1.64 -3.82
C 1.04 1.60 -2.53
H 0.39 -2.41 4.98
H 0.70 -1.94 3.31
H -0.96 -2.07 3.89
H 1.95 -0.49 5.70
H 1.58 1.17 5.22
H 2.16 0.01 4.02
H -0.31 -0.81 6.67
H -1.77 -0.46 5.77
H -0.72 0.86 6.30
H -2.06 1.49 4.64
H -2.92 2.89 2.83
H 0.94 -0.15 2.06
H -1.40 3.97 -2.86
H -0.43 4.05 -5.14
H 1.42 2.55 -5.75
H 2.35 0.98 -4.13
O -0.88 -1.46 0.08
C -0.75 -1.45 -1.11
O 0.37 -0.98 -1.72
C -1.78 -1.94 -2.07
C -1.64 -1.72 -3.46
C -2.60 -2.15 -4.36
C -3.69 -2.80 -3.82
O -4.75 -3.30 -4.46
C -5.61 -3.88 -3.47
O -4.98 -3.66 -2.20
C -3.83 -3.01 -2.44
C -2.89 -2.59 -1.53
H -0.76 -1.22 -3.82
H -2.51 -1.99 -5.43
H -5.70 -4.95 -3.65
H -6.57 -3.38 -3.49
H -2.99 -2.75 -0.47
*
```

Calculated values
- HOMO-LUMO gap (spin up / spin down) (eV) = 7.4032 / 4.1042
- energy above the lowest of the compared OMol25 structures with the same formula, charge and spin (kcal per mole) = 11.6
- E_LUMO (spin up / spin down) (eV) = -5.89 / -9.27

=====

- Among the records above, which one has the highest energy above the lowest of the compared OMol25 structures with the same formula, charge and spin?
  C32H29N7PPdS

=====

- Which of these has the highest energy above the lowest of the compared OMol25 structures with the same formula, charge and spin?
  C32H29N7PPdS